ORCA calculation (the ωB97M-V functional and the def2-TZVPD basis) on 2 unconnected molecules or ions with the total composition C22H35ClN4O3P2 at a distorted geometry.

Element x y z (Å)
C1 4.399 3.292 0.887
C2 4.556 2.178 0.471
C3 4.739 0.798 0.065
C4 3.627 0.324 -0.909
C5 2.530 -0.386 -0.130
C6 1.109 -0.395 -0.749
P1 1.216 -0.429 -2.616
O1 2.269 -1.647 -2.989
O2 -0.287 -0.935 -2.964
C7 0.331 0.890 -0.365
C8 1.014 2.220 -0.483
C9 1.068 2.890 -1.629
C10 -0.341 0.542 1.008
C11 -0.052 1.470 2.163
C12 -0.860 2.754 2.011
C13 -2.261 2.340 1.637
O3 -2.884 1.668 2.433
N1 -2.748 2.707 0.394
C14 -3.066 1.519 -0.383
C15 -4.076 0.643 -0.001
C16 -4.291 -0.512 -0.741
C17 -3.500 -0.799 -1.850
C18 -2.510 0.092 -2.248
C19 -2.310 1.249 -1.512
N2 0.061 -0.893 1.279
C20 -0.976 -1.458 2.263
N3 -1.478 -2.731 1.841
C21 -0.819 -3.864 2.504
C22 0.169 -1.464 -0.100
P2 0.811 -3.179 -0.341
N4 -0.259 -4.287 -0.596
H1 4.424 4.292 1.236
H2 4.681 0.187 0.963
H3 5.714 0.649 -0.384
H4 3.248 1.180 -1.448
H5 4.090 -0.338 -1.632
H6 2.432 0.132 0.826
H7 2.814 -1.417 0.081
H8 1.864 -2.363 -3.497
H9 -0.381 -0.962 -3.926
H10 -0.503 0.952 -1.061
H11 1.448 2.660 0.401
H12 1.548 3.850 -1.690
H13 0.628 2.458 -2.515
H14 -1.391 0.491 0.739
H15 1.010 1.706 2.197
H16 -0.278 1.030 3.130
H17 -0.387 3.451 1.328
H18 -0.933 3.272 2.961
H19 -1.986 3.183 -0.076
H20 -4.677 0.857 0.864
H21 -5.063 -1.196 -0.426
H22 -3.643 -1.709 -2.410
H23 -1.905 -0.128 -3.103
H24 -1.541 1.940 -1.833
H25 0.945 -0.957 1.777
H26 -0.470 -1.548 3.223
H27 -1.793 -0.761 2.405
H28 -2.451 -2.755 2.111
H29 -0.976 -4.780 1.948
H30 0.253 -3.698 2.537
H31 -1.176 -4.008 3.522
H32 -0.784 -1.308 -0.600
H33 1.629 -3.448 0.784
H34 1.680 -3.117 -1.433
H35 -1.195 -3.905 -0.554
Cl1 -2.050 1.505 -4.797

Summary:
* maximum force: 0.0486 Eh/bohr
* total energy: -2446.754867 Eh
* highest occupied orbital energy: -6.65 eV
* Kohn-Sham gap: 0.2256 hartree